(1)
DFT (the ωB97M-V functional and the def2-TZVPD basis) results for a 2-piece molecular cluster, CH3NO3P overall in a non-equilibrium geometry.

XYZ file:
```
9
Properties=species:S:1:pos:R:3
P 0.1113 -0.9895 0.8497
O 0.8945 -1.1343 2.0983
O 1.9042 1.7658 -1.6809
O -1.3287 -0.2313 1.1507
N -0.2931 -2.2160 -0.0787
C 1.4108 1.7164 -0.5773
H -1.8443 -0.3457 0.3519
H 1.3106 2.6691 0.0070
H 0.4992 -2.8336 -0.1820
```

HOMO level (spin up / spin down) in eV: -2.2788 / -3.8549
Total charge: -1
Relative energy (zero: lowest compared OMol25 entry of this formula, charge and spin) in eV: 3.739
LUMO energy (spin up / spin down) in Eh: 0.136 / 0.142

Taken from the Mulliken analysis, the atomic charges in e are: number 1, P, carries 0.56; number 2, O, carries -0.59; number 3, O, carries -0.42; number 4, O, carries -0.46; number 5, N, carries -0.72; number 6, C, carries -0.03; number 7, H, carries 0.32; number 8, H, carries 0.12; number 9, H, carries 0.21

(2)
DFT (the ωB97M-V functional and the def2-TZVPD basis) results for a 6-piece molecular cluster, CH13O5S overall in a non-equilibrium geometry.

XYZ file:
```
20
Properties=species:S:1:pos:R:3
S -0.6805 0.4465 -1.5285
O 0.2416 -3.2297 -0.9767
O -0.3081 -1.8534 1.7742
O 1.8954 -0.4320 -0.1397
O 1.1207 2.0067 1.7488
O -2.0888 1.2408 2.2585
C 0.2815 1.7376 -2.0997
H 0.6828 1.5481 -3.1189
H 1.1736 1.9321 -1.5393
H -0.0978 -2.3166 0.9450
H 1.1688 -3.1337 -1.2263
H -0.1529 -2.4348 -1.3225
H -1.3827 1.5005 1.6628
H -0.8784 -1.1728 1.3794
H -2.3340 0.3393 1.8980
H 1.1024 -0.2906 -0.7803
H -0.3484 2.6135 -2.1661
H 1.4668 -0.9909 0.4656
H 0.5828 1.6264 2.4681
H 1.3298 1.3518 1.0672
```

HOMO level in eV: -3.5232
Total charge: -1
Relative energy (zero: lowest compared OMol25 entry of this formula, charge and spin) in eV: 0.972
LUMO energy in Eh: 0.127

Taken from the Mulliken analysis, the atomic charges in e are: number 1, S, carries -0.60; number 2, O, carries -0.72; number 3, O, carries -0.66; number 4, O, carries -0.68; number 5, O, carries -0.68; number 6, O, carries -0.66; number 7, C, carries -0.79; number 8, H, carries 0.25; number 9, H, carries 0.24; number 10, H, carries 0.31; number 11, H, carries 0.34; number 12, H, carries 0.32; number 13, H, carries 0.35; number 14, H, carries 0.30; number 15, H, carries 0.32; number 16, H, carries 0.10; number 17, H, carries 0.23; number 18, H, carries 0.36; number 19, H, carries 0.31; number 20, H, carries 0.40

(3)
DFT (the ωB97M-V functional and the def2-TZVPD basis) results for C37H29BF12MoNO6S as an isolated structure in a non-equilibrium geometry.

XYZ file:
```
88
Properties=species:S:1:pos:R:3
Mo 0.3610 -1.8199 -0.5327
S -1.7969 -1.2443 -1.2130
F -1.4859 -3.9752 -3.5847
F 3.4875 -1.7153 2.5449
F 0.8774 -6.1769 -1.1463
F -1.6041 -5.2362 -1.8446
F 4.6376 -2.8710 0.3830
F -0.4406 -5.8757 -3.5422
F 5.2761 -1.1400 -0.7512
F 3.0126 0.3681 2.2747
F 2.3054 -5.5832 -2.6500
F 2.2555 -4.5704 -0.7405
F 3.7183 -2.4139 -1.5182
F 4.9671 -0.3675 1.7273
O 0.3841 -0.0410 2.0564
O -1.7543 -0.7878 1.7130
O -0.0535 -3.5359 -0.9953
O 1.9757 -1.7448 0.4829
O -4.3960 5.0397 -1.3097
O -2.2275 5.4653 -1.2177
N 1.2711 -0.9938 -1.9164
C 1.3438 -3.7229 -4.4724
C -0.7970 -4.8148 -2.8062
C 1.4558 -1.7571 -3.1108
C 1.9678 0.2195 -1.6012
C -2.8316 3.1807 -1.2327
C -3.6025 1.7987 5.6234
C -1.7365 0.0585 2.8211
C 4.2208 -1.8785 -0.3961
C -1.2030 1.7765 4.8437
C 2.8865 0.2477 -0.5403
C 3.2702 2.6089 -1.0051
C 2.1345 -1.1302 -4.1531
C -2.7942 0.4287 3.6233
C -2.1351 0.4867 -1.1827
C -3.3655 0.8800 -1.7032
C 2.3024 2.5661 -2.0042
C -4.9812 1.2515 5.2534
C 1.9842 -3.0920 -5.5304
C -3.7061 2.2229 -1.7291
C 0.4635 -4.0874 -2.2105
C -1.2623 1.4452 -0.6791
C 3.1481 -0.9972 0.3071
C -0.1437 1.3934 4.0347
C 2.2253 -3.8184 -6.8170
C 2.3923 -1.7804 -5.3435
C -0.4555 0.5202 3.0163
C 3.5430 1.4448 -0.2899
C -3.2558 1.3291 7.0425
C -2.5180 1.3170 4.6627
C 1.6530 1.3813 -2.2975
C 3.6600 -0.6720 1.7442
C 3.9910 3.8805 -0.6726
C 1.0727 -3.1157 -3.2477
C -3.6649 3.3322 5.5934
C -3.1080 4.6554 -1.2557
C 1.5019 -5.1367 -1.6894
C -1.6035 2.7821 -0.7099
B -0.4499 -0.8004 1.2888
H 2.9203 -1.2571 -6.1292
H -3.7835 0.0426 3.4383
H 3.7563 4.2028 0.3417
H 3.7131 4.6788 -1.3566
H 2.6328 -4.8132 -6.6380
H -2.3090 1.7458 7.3838
H -5.2889 1.5639 4.2544
H 0.8611 1.7531 4.1973
H 1.2940 -3.9383 -7.3723
H 0.8974 1.3409 -3.0715
H -2.7433 3.7842 5.9572
H 5.0700 3.7390 -0.7295
H -4.0306 1.6497 7.7389
H -0.3038 1.1681 -0.2491
H -4.6549 2.5029 -2.1710
H 2.4719 -0.1138 -4.0289
H 2.0541 3.4619 -2.5570
H -4.0502 0.1416 -2.0956
H -4.9899 4.2854 -1.2261
H -5.0150 0.1624 5.3027
H 2.9234 -3.2734 -7.4488
H 4.2880 1.4917 0.4920
H -3.1836 0.2423 7.0907
H -0.9280 3.5372 -0.3329
H -5.7204 1.6320 5.9580
H 1.0666 -4.7560 -4.6144
H -4.4764 3.6812 6.2325
H -3.8468 3.7009 4.5832
H -0.9976 2.4589 5.6560
```

HOMO level in eV: -11.3269
Total charge: +1
LUMO energy in Eh: -0.193

Taken from the Mulliken analysis, the atomic charges in e are: number 1, Mo, carries -0.31; number 2, S, carries -0.27; number 3, F, carries -0.24; number 4, F, carries -0.26; number 5, F, carries -0.27; number 6, F, carries -0.23; number 7, F, carries -0.28; number 8, F, carries -0.24; number 9, F, carries -0.28; number 10, F, carries -0.14; number 11, F, carries -0.24; number 12, F, carries -0.17; number 13, F, carries -0.09; number 14, F, carries -0.27; number 15, O, carries -0.10; number 16, O, carries -0.61; number 17, O, carries -1.09; number 18, O, carries -0.84; number 19, O, carries -0.46; number 20, O, carries -0.53; number 21, N, carries 1.78; number 22, C, carries -0.88; number 23, C, carries 0.57; number 24, C, carries 0.89; number 25, C, carries -0.88; number 26, C, carries 0.64; number 27, C, carries 1.97; number 28, C, carries 0.68; number 29, C, carries 0.18; number 30, C, carries -0.58; number 31, C, carries -1.29; number 32, C, carries 0.51; number 33, C, carries -0.66; number 34, C, carries -1.06; number 35, C, carries 1.01; number 36, C, carries -1.27; number 37, C, carries -1.08; number 38, C, carries -2.04; number 39, C, carries 0.26; number 40, C, carries -0.95; number 41, C, carries 2.14; number 42, C, carries 0.10; number 43, C, carries 2.87; number 44, C, carries -2.02; number 45, C, carries -1.60; number 46, C, carries -1.37; number 47, C, carries 0.47; number 48, C, carries -0.64; number 49, C, carries -1.59; number 50, C, carries 0.71; number 51, C, carries 0.08; number 52, C, carries 0.27; number 53, C, carries -1.65; number 54, C, carries -0.28; number 55, C, carries -1.61; number 56, C, carries 0.56; number 57, C, carries 0.42; number 58, C, carries -1.08; number 59, B, carries 1.34; number 60, H, carries 0.40; number 61, H, carries 0.63; number 62, H, carries 0.34; number 63, H, carries 0.41; number 64, H, carries 0.39; number 65, H, carries 0.34; number 66, H, carries 0.41; number 67, H, carries 0.58; number 68, H, carries 0.34; number 69, H, carries 0.72; number 70, H, carries 0.33; number 71, H, carries 0.38; number 72, H, carries 0.45; number 73, H, carries 0.36; number 74, H, carries 0.37; number 75, H, carries 0.54; number 76, H, carries 0.42; number 77, H, carries 0.54; number 78, H, carries 0.31; number 79, H, carries 0.38; number 80, H, carries 0.38; number 81, H, carries 0.70; number 82, H, carries 0.38; number 83, H, carries 0.59; number 84, H, carries 0.42; number 85, H, carries 0.64; number 86, H, carries 0.45; number 87, H, carries 0.37; number 88, H, carries 0.39

(4)
DFT (the ωB97M-V functional and the def2-TZVPD basis) results for a 12-piece molecular cluster, C24H72N4O12 overall in a non-equilibrium geometry.

XYZ file:
```
112
Properties=species:S:1:pos:R:3
O 15.6520 9.4040 5.0090
O 16.0990 7.8440 7.6020
O 18.4740 11.8030 11.7590
O 18.1020 11.3500 6.5840
O 16.0770 10.7280 11.0640
O 15.2620 12.2870 8.8610
O 10.8160 12.0760 10.6740
O 12.7390 16.3740 5.0850
O 12.9390 12.0770 5.0410
O 11.8620 13.5650 7.3890
O 15.8230 14.8860 8.7750
O 13.4810 6.8090 6.6630
N 11.5910 15.8600 7.7710
N 17.1850 10.3980 3.4800
N 15.8150 11.7010 4.4480
N 11.3690 14.5000 9.5370
C 13.0150 7.5810 5.8470
C 14.5020 15.1480 10.6710
C 10.1290 9.8400 10.5420
C 12.7060 8.8690 6.6390
C 14.8280 17.4730 5.3980
C 15.0090 11.9970 7.5150
C 16.2040 10.4550 4.3240
C 18.0950 11.6680 7.9780
C 14.3390 9.4380 11.4890
C 18.1200 12.9230 12.1980
C 11.6820 14.6460 8.2620
C 15.4740 15.7170 9.6820
C 11.7360 7.1450 5.1110
C 16.0280 8.3820 8.8990
C 14.9940 17.0240 9.0680
C 19.1990 13.5930 13.0520
C 15.1840 10.6500 11.9180
C 11.9560 10.8150 9.3480
C 11.1540 10.8910 10.6100
C 14.3870 15.1810 6.2630
C 17.8120 13.7470 10.9620
C 14.3390 11.8220 12.2020
C 13.9890 16.2190 5.1840
C 12.3800 13.1230 4.2850
H 16.2800 12.3970 3.9690
H 11.8640 6.4280 4.3420
H 18.7080 13.7410 10.3570
H 12.6410 9.6810 5.9430
H 17.2220 12.8840 12.8410
H 13.8700 14.3670 10.3180
H 14.8950 11.7990 4.9220
H 14.9420 12.6600 12.5020
H 11.3990 15.2800 10.2390
H 15.6130 17.3140 8.3290
H 14.0360 6.1360 6.2430
H 13.9790 11.6550 7.4980
H 13.8120 9.5660 10.4960
H 12.3670 9.8560 9.1910
H 15.6680 10.4220 12.8330
H 17.6980 11.3720 11.5040
H 19.0130 11.3840 8.4980
H 13.2010 13.4710 3.5600
H 15.5950 11.1420 7.1220
H 15.0190 13.1910 8.9680
H 13.9960 14.1900 6.0520
H 10.0020 12.1400 11.1570
H 18.7990 14.4810 13.5370
H 15.5970 9.3400 8.6910
H 15.6600 11.1380 10.2860
H 13.9590 16.9600 8.7080
H 11.7110 10.6440 11.4940
H 11.9360 15.9720 6.8010
H 9.3140 10.0570 11.2050
H 13.8190 15.8610 11.0400
H 13.6520 11.5950 13.0580
H 13.5860 9.2950 12.2190
H 14.8710 8.4890 11.5720
H 14.9790 14.7160 11.5380
H 14.3620 15.9290 4.1880
H 11.4440 13.5260 9.9140
H 16.9060 13.3390 10.4920
H 11.4700 12.8630 3.8290
H 17.8000 9.6330 3.5430
H 15.2580 12.8300 6.7940
H 9.5720 9.7760 9.5930
H 19.5330 12.9550 13.8470
H 12.8440 11.4130 9.3900
H 17.3990 10.9760 8.3780
H 17.0230 8.5190 9.3670
H 17.6660 11.2290 3.1440
H 11.1800 8.0540 4.6920
H 11.8820 8.8540 7.3380
H 15.9130 15.3140 7.9280
H 14.0420 15.5450 7.2340
H 12.6920 12.3300 5.9510
H 11.4980 11.0540 8.3650
H 14.8550 17.7570 6.4620
H 10.5600 8.7840 10.6970
H 11.1290 6.6500 5.8230
H 16.4130 15.9520 10.1970
H 17.8560 12.7600 8.1740
H 12.5320 16.7050 4.2120
H 13.8280 7.8540 5.1650
H 17.5570 11.9820 6.1340
H 15.4230 15.0050 6.2580
H 12.3130 13.9960 4.8690
H 15.1780 17.7100 9.9400
H 11.2820 16.6660 8.3620
H 15.2620 7.5220 7.2840
H 14.2920 18.2790 4.8840
H 15.3860 7.7610 9.4640
H 13.7480 12.1870 11.3390
H 15.8230 17.3270 4.9860
H 17.7230 14.7520 11.4010
H 20.0340 13.8320 12.4500
H 13.4890 9.0830 7.3240
```

HOMO level in eV: -8.6767
Relative energy (zero: lowest compared OMol25 entry of this formula, charge and spin) in eV: 8.875
LUMO energy in Eh: 0.003
SMILES: NC(N)=O.NC(N)=O.CC(C)O.CC(C)O.CC(C)O.CC(C)O.CC(C)O.CC(C)O.CO.CO.CO.CO

Mulliken atomic charge list, values in e, 99 entries: number 1, O, carries -0.49; number 2, O, carries -0.61; number 3, O, carries -0.58; number 4, O, carries -0.61; number 5, O, carries -0.65; number 6, O, carries 4.32; number 7, O, carries -0.47; number 8, O, carries -0.60; number 9, O, carries -0.52; number 10, O, carries -0.61; number 11, O, carries -0.58; number 12, O, carries -0.61; number 13, N, carries -0.25; number 14, N, carries -0.44; number 15, N, carries 0.02; number 16, N, carries -0.27; number 17, C, carries 0.50; number 18, C, carries -1.24; number 19, C, carries -1.68; number 20, C, carries -0.02; number 21, C, carries -1.64; number 22, C, carries -0.56; number 23, C, carries 0.47; number 24, C, carries 0.02; number 25, C, carries -1.54; number 26, C, carries 0.87; number 27, C, carries 0.37; number 28, C, carries 1.29; number 29, C, carries -1.55; number 30, C, carries -0.37; number 31, C, carries -2.29; number 32, C, carries -1.76; number 33, C, carries 0.73; number 34, C, carries -1.00; number 35, C, carries 0.64; number 36, C, carries 1.16; number 37, C, carries -0.21; number 38, C, carries -1.08; number 39, C, carries 0.16; number 40, C, carries -0.44; number 41, H, carries 0.18; number 42, H, carries 0.47; number 43, H, carries 0.32; number 44, H, carries 0.14; number 45, H, carries -0.13; number 46, H, carries -0.09; number 47, H, carries -0.20; number 48, H, carries 0.15; number 49, H, carries 0.26; number 50, H, carries 0.55; number 51, H, carries 0.42; number 52, H, carries -0.14; number 53, H, carries -0.02; number 54, H, carries 0.56; number 55, H, carries 0.83; number 56, H, carries 0.54; number 57, H, carries 0.40; number 58, H, carries 0.22; number 59, H, carries 0.29; number 60, H, carries -1.99; number 61, H, carries -0.97; number 62, H, carries 0.30; number 63, H, carries 0.35; number 64, H, carries -0.28; number 65, H, carries -0.46; number 66, H, carries 0.33; number 67, H, carries -0.06; number 68, H, carries 0.12; number 69, H, carries 0.51; number 70, H, carries 0.66; number 71, H, carries 0.46; number 72, H, carries 0.75; number 73, H, carries 0.32; number 74, H, carries 0.12; number 75, H, carries 0.30; number 76, H, carries 0.17; number 77, H, carries -0.35; number 78, H, carries 0.33; number 79, H, carries 0.29; number 80, H, carries -0.48; number 81, H, carries 0.37; number 82, H, carries 0.47; number 83, H, carries -0.50; number 84, H, carries -0.25; number 85, H, carries 0.30; number 86, H, carries 0.16; number 87, H, carries 0.23; number 88, H, carries 0.71; number 89, H, carries 0.37; number 90, H, carries -0.91; number 91, H, carries -0.02; number 92, H, carries 0.69; number 93, H, carries 0.17; number 94, H, carries 0.29; number 95, H, carries 0.39; number 96, H, carries 0.36; number 97, H, carries 0.03; number 98, H, carries 0.51; number 99, H, carries 0.19